{
  "formula": "C2H9NS2",
  "method": "ωB97M-V/def2-TZVPD",
  "multiplicity": 2,
  "max_force_ev_per_a": 3.999,
  "homo_ha": [-0.444, -0.444],
  "de_lowest_ev": 3.396,
  "s2": 0.757,
  "charge": 1,
  "total_energy_ev": -25367.94652,
  "homo_lumo_gap_ev": [3.7, 3.6],
  "e_lumo_ev": [-8.34, -8.52],
  "symbols": ["S", "S", "N", "C", "C", "H", "H", "H", "H", "H", "H", "H", "H", "H"],
  "positions_angstrom": [[1.7179, 1.1934, 0.9547], [0.4585, 1.3613, -0.7838], [-1.9007, -3.1877, -0.5589], [0.4611, 0.8665, 2.0903], [-2.3363, -2.3371, -1.6907], [-0.1098, -0.0668, 1.9664], [-1.5526, -2.3349, -2.4144], [0.7437, 0.5516, 3.0547], [-3.4239, -2.4876, -1.8806], [-1.8520, -4.1569, -0.6872], [-2.3498, -1.3429, -1.1746], [-0.2098, 1.7609, 2.0094], [-0.8182, -2.9929, -0.4553], [-0.6927, 1.3307, -1.6388]],
  "atomic_forces_ev_per_a": [[-2.2, -0.6, -2.0], [2.9, 1.0, -1.7], [3.3, 2.0, 1.0], [-2.4, 0.1, 0.3], [-0.7, 0.6, 2.9], [0.0, 0.2, -1.3], [-0.4, 0.0, -1.5], [1.3, 0.8, 1.7], [1.1, -0.3, -0.8], [-0.6, -1.7, -0.8], [0.1, -0.3, -0.8], [0.5, -1.0, 0.9], [-2.8, -0.3, 0.0], [0.0, -0.6, 2.1]],
  "mulliken_spin": [0.341, 0.650, 0.000, -0.012, 0.004, 0.013, 0.000, -0.001, 0.000, 0.000, -0.004, 0.019, -0.001, -0.009]
}

=====

{
  "formula": "C19H35BF6GaIMgO10P",
  "method": "ωB97M-V/def2-TZVPD",
  "max_force_ev_per_a": 6.326,
  "homo_ha": -0.365,
  "charge": 1,
  "total_energy_ev": -132926.17309,
  "homo_lumo_gap_ev": 2.2,
  "e_lumo_ev": -7.69,
  "symbols": ["I", "Ga", "P", "Mg", "F", "F", "F", "F", "F", "F", "O", "O", "O", "O", "O", "O", "O", "O", "O", "O", "C", "C", "C", "C", "C", "C", "C", "C", "C", "C", "C", "C", "C", "C", "C", "C", "C", "C", "C", "B", "H", "H", "H", "H", "H", "H", "H", "H", "H", "H", "H", "H", "H", "H", "H", "H", "H", "H", "H", "H", "H", "H", "H", "H", "H", "H", "H", "H", "H", "H", "H", "H", "H", "H", "H"],
  "positions_angstrom": [[1.9584, 1.5061, 3.3106], [-1.1581, 1.1133, 1.6632], [2.4908, -3.5229, -3.5687], [0.2073, -5.3296, -0.5616], [-0.6485, 5.7414, -0.0831], [-0.6136, 6.0965, 3.4051], [-1.2516, 3.6019, 3.6628], [0.0153, 7.3032, 1.2161], [-2.8821, 4.6545, 2.7150], [0.6255, 4.8737, 2.1487], [-3.0467, 6.8966, 0.1562], [-2.0549, 3.3875, 0.3085], [1.0025, -3.3625, -3.6137], [1.3891, 0.5515, -0.0275], [2.6863, -5.1388, -3.3666], [-0.6607, 0.0177, -1.1232], [4.0044, -3.1843, -4.0207], [-2.6315, 7.7481, 2.1626], [-6.0640, 3.2729, 0.0063], [2.7453, -2.9845, -2.0269], [0.0892, -1.1386, 5.0874], [-0.0115, 0.6957, 3.3164], [-1.6613, 3.0846, 1.4146], [-5.1565, 1.3089, 1.1399], [1.9015, -1.9755, -1.4731], [-2.9126, 0.0637, 1.5424], [5.1722, -3.4564, -3.2165], [-0.6237, 5.3424, 2.2792], [-4.1183, 0.8079, 2.1726], [-5.3742, 2.8172, 1.1668], [-0.8987, 6.3029, 1.0988], [2.2048, -6.0186, -4.3932], [1.7612, 1.7569, -0.7668], [5.7581, -4.8331, -3.4490], [-2.2865, 6.9926, 1.0842], [2.8240, -5.7277, -5.7448], [0.0341, -0.8257, 3.5673], [0.9405, -2.6005, -0.5083], [-1.6286, 4.2092, 2.5036], [0.0229, 0.4949, -0.0356], [-0.8686, -1.4867, 5.4759], [2.4623, -7.0308, -4.0812], [-2.5475, 7.2380, 2.9795], [0.1855, -1.8938, -0.1809], [5.7706, -5.0834, -4.5093], [-4.3957, 3.3090, 1.1508], [-4.6412, 0.0649, 2.7855], [1.1146, -5.9581, -4.4488], [1.4771, -2.9643, 0.3758], [2.5304, -6.4841, -6.4716], [-1.1191, 0.7421, -1.5786], [2.8315, 1.7476, -0.9467], [1.2293, 1.7656, -1.7239], [-6.1223, 0.8481, 1.3680], [4.9951, -3.2840, -2.1592], [-5.4998, 3.9236, -0.4119], [2.5030, -4.7505, -6.1235], [1.3747, -1.4311, -2.2545], [-0.5511, 1.1215, 4.1720], [-3.1331, -0.0879, 0.4828], [5.1941, -5.6061, -2.9293], [-5.8530, 3.1637, 2.0882], [3.9109, -5.7068, -5.6814], [6.7792, -4.8676, -3.0673], [-2.7484, -0.9297, 1.9692], [0.4367, -3.4717, -0.9624], [0.3421, -0.2298, 5.6386], [0.8525, -1.8810, 5.3193], [1.4701, 2.6423, -0.2003], [2.5270, -1.2643, -0.9440], [-0.8242, -1.3156, 3.0979], [-4.8852, 0.9833, 0.1341], [5.9052, -2.7118, -3.5284], [0.9499, -1.2430, 3.1423], [-3.8024, 1.5896, 2.8744]],
  "atomic_forces_ev_per_a": [[-0.4, 0.1, 0.2], [-1.3, 0.4, 1.6], [1.1, -2.5, 5.7], [0.1, -0.6, 0.0], [-0.2, -0.6, 0.0], [-0.4, 0.1, 0.1], [0.1, 0.0, 0.1], [0.1, 0.1, 0.3], [0.0, 0.7, -0.3], [-0.1, -0.6, -0.3], [1.5, 0.0, 0.6], [0.1, 0.0, 0.1], [1.1, 1.1, -2.9], [-1.2, 0.8, 0.6], [0.0, 0.7, -0.2], [0.0, 1.1, 0.3], [-2.4, 0.7, -2.0], [0.4, -0.5, -0.3], [-0.3, -0.3, 0.3], [0.2, 0.0, -0.3], [-0.2, 0.2, -0.1], [0.7, -1.0, -0.1], [0.1, 0.1, -0.4], [-0.4, 0.2, 0.5], [0.3, -0.1, -0.5], [-0.1, 0.3, -0.7], [1.1, 0.0, 0.2], [0.0, 0.8, 0.1], [-0.1, -0.6, 0.0], [1.1, 0.5, -0.5], [0.2, 1.2, -0.2], [-0.1, -0.4, -0.3], [0.0, 0.1, -0.3], [-0.4, -0.3, 0.0], [-2.3, -0.1, -0.5], [0.0, 0.2, 0.0], [0.6, 0.1, 0.4], [0.3, 0.0, 0.8], [0.4, -1.5, 0.2], [1.5, -1.5, -1.3], [0.0, 0.0, -0.1], [0.1, 0.1, 0.2], [0.4, 0.2, 0.2], [-0.3, -0.3, 0.1], [0.1, 0.1, 0.0], [0.0, -0.1, 0.2], [0.2, 0.1, 0.2], [0.0, 0.1, 0.0], [0.0, 0.0, 0.0], [-0.1, 0.0, 0.0], [-0.5, -0.3, -0.1], [0.0, -0.1, 0.2], [0.2, 0.0, 0.0], [0.1, -0.1, -0.2], [-0.4, 0.0, -0.1], [-0.1, 0.2, -0.2], [0.0, -0.1, 0.0], [-0.1, -0.1, 0.0], [-0.1, 0.6, -0.4], [0.1, -0.1, 0.1], [-0.1, 0.0, 0.0], [-0.3, -0.2, -0.1], [0.0, -0.1, 0.0], [0.0, 0.1, 0.0], [0.1, 0.1, 0.1], [-0.2, 0.9, -0.5], [0.1, -0.1, 0.0], [-0.1, 0.0, 0.0], [0.2, 0.0, 0.0], [0.2, -0.1, 0.0], [0.0, 0.0, 0.1], [0.0, 0.2, 0.0], [-0.2, 0.1, -0.2], [-0.2, 0.0, -0.4], [-0.1, 0.1, -0.1]],
  "mulliken_charge": [0.060, -0.406, 1.121, 0.523, -0.234, -0.306, -0.294, -0.319, -0.287, -0.246, -0.465, -0.634, -0.866, 0.031, -0.228, -0.311, -0.403, -0.467, -0.571, -0.429, -1.314, -0.963, 0.898, -0.666, -0.381, -0.714, -0.058, -0.065, -0.863, 0.232, 1.126, -0.276, -0.789, -1.031, 0.173, -1.005, -0.033, -0.222, 1.090, -0.337, 0.330, 0.324, 0.408, 0.189, 0.206, -0.331, 0.560, 0.306, 0.551, 0.410, 0.373, 0.256, 0.340, 0.327, 0.204, 0.336, 0.344, 0.409, 0.930, 0.430, 0.238, 0.294, 0.152, 0.420, 0.645, -0.529, 0.352, 0.354, 0.243, 0.436, 0.216, 0.265, 0.371, 0.186, 0.385]
}

=====

{
  "formula": "F6H28O14P",
  "method": "ωB97M-V/def2-TZVPD",
  "max_force_ev_per_a": 2.769,
  "homo_ha": -0.322,
  "de_lowest_ev": 3.419,
  "charge": -1,
  "total_energy_ev": -54721.27491,
  "homo_lumo_gap_ev": 10.6,
  "e_lumo_ev": 1.83,
  "symbols": ["P", "F", "F", "F", "F", "F", "F", "O", "O", "O", "O", "O", "O", "O", "O", "O", "O", "O", "O", "O", "O", "H", "H", "H", "H", "H", "H", "H", "H", "H", "H", "H", "H", "H", "H", "H", "H", "H", "H", "H", "H", "H", "H", "H", "H", "H", "H", "H", "H"],
  "positions_angstrom": [[0.1113, -0.2326, 0.7538], [-0.1597, 0.3405, -0.7735], [-0.2445, 1.1706, 1.4557], [0.2428, -0.9268, 2.2324], [1.6992, 0.0483, 0.8261], [-1.4564, -0.6984, 0.8141], [0.5383, -1.7036, 0.1848], [-4.5664, 1.7550, 4.8912], [-1.1147, -2.2828, 7.8351], [-0.2866, 5.6162, -1.8893], [3.5106, -7.2498, -2.4359], [-5.1280, -5.7970, -0.4205], [2.6456, -0.4774, -6.6443], [-0.2504, 3.5419, -6.4437], [5.0028, -3.3826, 2.9710], [-3.6538, -3.9077, 3.9963], [-3.5223, -0.4138, -4.8171], [5.8593, 3.7634, 1.7599], [1.8154, 7.3330, 2.9094], [-5.0312, 4.4117, 0.4694], [4.9860, -2.4676, -3.0910], [4.5144, -2.1114, -2.3381], [-4.9600, 2.2489, 4.1719], [2.2056, 6.4868, 2.6907], [-4.7676, 5.1230, 1.0531], [6.5234, 3.8625, 1.0778], [-1.8891, -1.7439, 7.9967], [-1.1994, 3.5343, -6.5688], [2.5618, -7.1329, -2.4828], [3.0942, -0.7226, -7.4536], [-2.8060, -0.1498, -4.2396], [-4.4297, 4.4747, -0.2726], [-5.3675, -5.0554, 0.1353], [5.5841, -2.7638, 3.4132], [-4.2615, -6.0597, -0.1100], [-1.2473, -2.6359, 6.9554], [-4.5594, -4.0451, 3.7182], [-3.6244, 1.8902, 4.7880], [3.8704, -6.4396, -2.7969], [-3.5864, -1.3619, -4.7020], [0.0439, 5.1154, -2.6351], [-3.3613, -3.1472, 3.4939], [5.1546, 3.2708, 1.3390], [4.1503, -2.9474, 2.9631], [-0.0179, 2.6224, -6.3149], [0.8993, 7.1324, 3.1012], [4.7622, -1.8812, -3.8137], [-0.1579, 5.0390, -1.1366], [1.8740, -1.0432, -6.6168]],
  "atomic_forces_ev_per_a": [[-0.5, -2.5, 1.1], [0.9, 0.0, 1.3], [0.2, 0.2, -0.7], [0.1, 0.4, 0.7], [-0.1, 1.4, -0.7], [0.0, 0.4, -0.5], [-0.6, 0.1, -1.1], [-0.2, -0.1, 0.3], [0.2, 0.0, 0.3], [-0.1, 0.3, 0.0], [0.1, -0.3, 0.0], [-0.2, -0.2, -0.2], [0.1, 0.2, 0.1], [0.1, 0.2, 0.0], [0.2, -0.2, 0.0], [0.0, -0.2, 0.2], [-0.1, 0.1, -0.3], [0.1, 0.1, 0.2], [0.1, 0.3, 0.0], [-0.3, -0.1, 0.1], [0.2, -0.2, -0.1], [-0.2, 0.1, 0.3], [-0.1, 0.1, -0.2], [0.2, -0.2, -0.1], [0.1, 0.2, 0.1], [0.2, 0.0, -0.1], [-0.2, 0.1, 0.0], [-0.3, 0.0, 0.0], [-0.2, 0.0, 0.0], [0.1, 0.0, -0.2], [0.2, 0.1, 0.3], [0.2, -0.1, -0.2], [0.0, 0.2, 0.1], [0.1, 0.1, 0.1], [0.3, -0.1, 0.1], [0.0, -0.1, -0.3], [-0.2, 0.0, 0.0], [0.3, 0.0, -0.1], [0.1, 0.3, 0.0], [0.0, -0.2, 0.1], [0.1, -0.1, -0.2], [0.2, 0.3, -0.2], [-0.3, -0.2, -0.1], [-0.3, 0.1, -0.1], [0.1, -0.3, 0.1], [-0.2, 0.0, 0.0], [-0.1, 0.2, -0.2], [0.0, -0.2, 0.2], [-0.2, -0.1, 0.1]],
  "mulliken_charge": [1.183, -0.362, -0.352, -0.377, -0.355, -0.373, -0.367, -0.648, -0.644, -0.651, -0.646, -0.642, -0.637, -0.640, -0.652, -0.642, -0.652, -0.643, -0.643, -0.635, -0.654, 0.337, 0.320, 0.325, 0.313, 0.315, 0.314, 0.322, 0.318, 0.315, 0.333, 0.323, 0.315, 0.312, 0.327, 0.330, 0.305, 0.328, 0.326, 0.319, 0.321, 0.338, 0.329, 0.340, 0.317, 0.318, 0.318, 0.330, 0.322]
}

=====

{
  "formula": "CH7N4OS",
  "method": "ωB97M-V/def2-TZVPD",
  "max_force_ev_per_a": 5.724,
  "homo_ha": -0.459,
  "de_lowest_ev": 1.448,
  "charge": 1,
  "total_energy_ev": -19983.54057,
  "homo_lumo_gap_ev": 9.3,
  "e_lumo_ev": -3.19,
  "symbols": ["S", "O", "N", "N", "N", "N", "C", "H", "H", "H", "H", "H", "H", "H"],
  "positions_angstrom": [[-1.8940, 1.1563, -4.1478], [0.1119, 0.4702, -0.8733], [1.4794, 0.4091, 1.4105], [-1.1974, 0.6806, -2.7809], [-0.2854, -1.1332, 2.0828], [0.7665, -1.0548, 1.3653], [-0.5527, 0.5058, -1.8220], [1.0232, 0.8438, 0.6526], [-2.1666, -0.0170, -4.7283], [1.1843, 1.1035, 2.2513], [-1.2093, -0.5851, 1.7537], [-0.3352, -1.6124, 2.9747], [2.5651, 0.2778, 1.4791], [0.5102, -1.0445, 0.3824]],
  "atomic_forces_ev_per_a": [[-0.9, 1.2, -1.6], [1.5, -0.7, 2.6], [1.5, 1.1, 4.3], [0.6, -1.3, 1.3], [-5.4, 1.8, 0.2], [2.1, -0.4, -0.4], [-1.6, 1.2, -2.9], [0.5, 1.0, -2.0], [0.1, -0.4, 0.3], [0.8, -2.6, -1.8], [2.7, -1.8, 1.2], [0.5, 0.2, -0.3], [-2.7, 0.5, -0.8], [0.3, 0.2, 0.0]],
  "mulliken_charge": [-0.027, -0.587, -0.399, -0.175, -0.287, -0.290, 0.491, 0.400, 0.171, 0.428, 0.257, 0.239, 0.375, 0.402]
}

=====

{
  "formula": "CH20BeO9",
  "method": "ωB97M-V/def2-TZVPD",
  "max_force_ev_per_a": 1.769,
  "homo_ha": -0.618,
  "de_lowest_ev": 0.878,
  "charge": 2,
  "total_energy_ev": -20174.07048,
  "homo_lumo_gap_ev": 8.8,
  "e_lumo_ev": -8.04,
  "symbols": ["O", "O", "O", "O", "O", "O", "O", "O", "O", "C", "Be", "H", "H", "H", "H", "H", "H", "H", "H", "H", "H", "H", "H", "H", "H", "H", "H", "H", "H", "H", "H"],
  "positions_angstrom": [[20.8063, 21.9249, 9.1398], [20.6106, 25.0424, 6.3518], [22.5781, 23.5554, 7.6916], [21.5854, 26.9544, 8.1333], [20.4622, 26.2241, 10.7721], [18.5478, 25.9379, 8.6176], [18.6349, 23.1974, 7.6721], [19.1266, 23.7135, 10.7024], [22.5504, 24.2079, 10.8288], [20.9614, 28.0107, 7.3864], [20.5118, 24.5122, 8.7552], [21.3274, 25.4211, 5.8253], [21.2677, 28.9479, 7.8584], [18.0723, 23.5875, 6.9921], [18.5455, 24.2289, 11.2744], [17.8965, 25.9142, 7.9056], [23.2816, 23.5810, 10.8917], [19.0067, 22.7957, 10.9816], [22.5181, 22.8089, 7.0820], [21.4322, 28.1316, 6.4064], [20.9009, 26.1194, 11.6236], [20.6155, 21.2437, 8.4808], [22.3373, 27.3455, 8.5858], [22.4218, 24.5196, 11.7311], [19.8807, 27.9537, 7.3202], [23.4767, 23.8961, 7.5866], [19.8155, 26.9260, 10.9151], [21.5927, 21.6098, 9.6037], [19.8095, 25.4669, 6.0209], [18.0307, 22.6886, 8.2296], [18.0466, 26.1958, 9.4010]],
  "atomic_forces_ev_per_a": [[-0.2, 0.4, 0.0], [-0.7, -0.3, 0.7], [-0.2, 0.3, 0.4], [-0.5, -0.8, 0.0], [-0.1, -0.2, -0.2], [0.6, -0.2, 0.0], [0.5, 0.3, 0.2], [0.2, 0.0, -0.5], [-0.3, 0.0, -0.3], [1.3, 1.2, 0.0], [-0.6, 0.0, -0.5], [0.2, 0.0, 0.3], [-0.6, 0.1, 0.2], [0.1, -0.2, -0.1], [0.2, 0.1, -0.1], [0.0, 0.0, 0.0], [0.0, 0.1, -0.1], [0.2, 0.0, -0.2], [-0.2, 0.1, 0.0], [-0.3, -0.5, -0.2], [0.0, 0.0, -0.1], [-0.1, 0.1, 0.0], [0.0, -0.2, 0.2], [0.1, -0.1, 0.0], [0.0, -0.4, 0.2], [-0.1, 0.2, 0.1], [0.2, 0.1, -0.1], [0.0, 0.1, 0.0], [0.1, 0.0, -0.1], [0.1, 0.1, 0.1], [0.1, -0.1, 0.0]],
  "mulliken_charge": [-0.497, -0.437, -0.451, -0.279, -0.417, -0.426, -0.488, -0.459, -0.505, -0.766, 1.135, 0.276, 0.381, 0.268, 0.276, 0.267, 0.282, 0.267, 0.295, 0.318, 0.244, 0.308, 0.263, 0.266, 0.226, 0.278, 0.274, 0.268, 0.267, 0.316, 0.246]
}

=====

{
  "formula": "CH2N4S",
  "method": "ωB97M-V/def2-TZVPD",
  "max_force_ev_per_a": 7.180,
  "homo_ha": [-0.358, -0.358],
  "smiles": "C1N=NN=NS1",
  "de_lowest_ev": 3.560,
  "total_energy_ev": -17860.24562,
  "homo_lumo_gap_ev": [8.3, 8.3],
  "e_lumo_ev": [-1.41, -1.41],
  "symbols": ["S", "N", "N", "N", "N", "C", "H", "H"],
  "positions_angstrom": [[-1.5455, -1.3611, -0.3425], [-2.0045, 1.4033, -0.3399], [-0.8922, 1.0734, -0.8624], [-2.6488, -0.4885, 0.4878], [-2.6591, 0.8144, 0.5080], [-0.2648, -0.0027, -0.2321], [0.6210, -0.1728, -0.8210], [-0.1803, 0.2196, 0.9560]],
  "atomic_forces_ev_per_a": [[1.2, 1.4, -0.3], [3.7, 3.5, -5.1], [-2.2, 1.3, -0.2], [-1.2, -0.4, 0.5], [-2.2, -3.4, 4.1], [-0.1, -1.1, 3.0], [0.5, -0.6, 0.6], [0.3, -0.7, -2.7]],
  "mulliken_charge": [0.129, 0.083, -0.180, -0.078, -0.210, -0.396, 0.340, 0.312]
}